1.
{
  "formula": "C33H63BN7O3",
  "method": "ωB97M-V/def2-TZVPD",
  "species": ["C", "C", "C", "C", "B", "N", "O", "C", "C", "O", "C", "C", "C", "N", "C", "C", "C", "O", "C", "C", "N", "N", "C", "C", "C", "C", "C", "C", "C", "H", "H", "H", "H", "H", "H", "H", "H", "H", "H", "H", "H", "H", "H", "H", "H", "H", "H", "H", "H", "H", "H", "H", "H", "H", "H", "H", "H", "H", "H", "H", "H", "H", "H", "H", "H", "H", "H", "H", "H", "H", "H", "C", "C", "C", "C", "N", "H", "H", "H", "H", "H", "H", "H", "C", "C", "C", "C", "N", "H", "H", "H", "H", "H", "H", "H", "C", "C", "C", "C", "N", "H", "H", "H", "H", "H", "H", "H"],
  "coordinates": [[5.841, -1.419, 1.746], [4.807, -1.140, 2.321], [3.582, -0.689, 2.952], [2.493, -0.185, 1.996], [2.024, -1.310, 0.911], [1.028, -0.937, -0.073], [2.567, -2.574, 0.986], [2.871, 1.016, 1.122], [3.805, 0.738, -0.071], [3.131, 0.691, -1.316], [2.729, 1.964, -1.799], [3.302, 2.212, 1.947], [4.729, 2.178, 2.517], [2.284, 2.514, 2.966], [1.447, 3.685, 2.658], [0.634, 3.590, 1.362], [0.014, 4.951, 1.066], [-0.443, 5.060, -0.260], [0.613, 5.322, -1.174], [1.552, 1.471, 3.448], [0.890, 1.759, 4.636], [1.379, 0.316, 2.868], [0.675, -0.719, 3.628], [-0.732, -0.879, 3.030], [-1.595, 0.364, 3.318], [-3.046, 0.135, 2.884], [-3.271, 0.260, 1.373], [-2.651, 1.520, 0.745], [-3.654, 2.282, -0.131], [6.769, -1.512, 1.263], [3.857, 0.087, 3.662], [3.225, -1.509, 3.566], [0.223, -1.566, -0.068], [1.382, -0.966, -1.024], [3.479, -2.593, 0.670], [1.926, 1.313, 0.674], [4.404, -0.162, -0.012], [4.510, 1.570, -0.142], [2.872, 2.747, -1.055], [3.301, 2.231, -2.681], [1.670, 1.909, -2.029], [3.314, 3.046, 1.253], [4.769, 1.828, 3.540], [5.424, 1.650, 1.880], [5.069, 3.209, 2.555], [0.765, 3.932, 3.462], [2.097, 4.550, 2.571], [1.314, 3.384, 0.539], [-0.103, 2.790, 1.380], [-0.794, 5.141, 1.766], [0.743, 5.748, 1.230], [0.542, 6.326, -1.579], [0.562, 4.570, -1.955], [1.587, 5.217, -0.696], [-0.018, 2.175, 4.672], [1.377, 1.493, 5.469], [0.521, -0.532, 4.680], [1.140, -1.696, 3.573], [-0.693, -0.986, 1.953], [-1.245, -1.718, 3.487], [-1.134, 1.209, 2.807], [-1.599, 0.581, 4.387], [-3.280, -0.889, 3.165], [-3.698, 0.805, 3.432], [-4.347, 0.259, 1.211], [-2.910, -0.631, 0.875], [-1.796, 1.205, 0.152], [-2.350, 2.210, 1.529], [-4.095, 1.628, -0.872], [-4.416, 2.697, 0.522], [-3.122, 3.112, -0.583], [-4.564, -3.988, -1.744], [-3.224, -4.603, -2.135], [-2.351, -4.953, -0.927], [-1.906, -3.764, -0.207], [-1.555, -2.826, 0.355], [-4.432, -3.028, -1.239], [-5.172, -3.813, -2.631], [-5.122, -4.650, -1.079], [-2.689, -3.923, -2.797], [-3.406, -5.516, -2.702], [-1.471, -5.504, -1.266], [-2.892, -5.611, -0.245], [-2.680, 4.668, -2.911], [-1.968, 4.457, -4.243], [-2.886, 4.672, -5.450], [-3.934, 3.656, -5.528], [-4.751, 2.853, -5.588], [-3.476, 3.936, -2.765], [-1.980, 4.565, -2.082], [-3.119, 5.666, -2.854], [-1.541, 3.453, -4.273], [-1.134, 5.160, -4.314], [-2.296, 4.635, -6.368], [-3.340, 5.663, -5.407], [-0.387, -9.155, -2.449], [0.845, -8.710, -3.230], [1.094, -7.201, -3.142], [0.047, -6.429, -3.810], [-0.773, -5.828, -4.345], [-1.299, -8.719, -2.862], [-0.490, -10.238, -2.489], [-0.311, -8.863, -1.399], [0.744, -9.011, -4.273], [1.721, -9.226, -2.834], [2.052, -6.962, -3.607], [1.165, -6.892, -2.097]],
  "lowdin_charge": [0.158, -0.113, -0.116, -0.214, -0.551, 0.190, 0.165, -0.186, -0.151, -0.178, -0.072, -0.271, -0.004, 0.037, -0.119, -0.132, -0.226, -0.185, -0.088, -0.294, 0.154, 0.108, -0.112, -0.148, -0.214, -0.187, -0.202, -0.260, -0.089, 0.039, 0.114, 0.129, 0.031, 0.090, 0.106, 0.131, 0.114, 0.131, 0.070, 0.097, 0.094, 0.134, 0.078, 0.080, 0.088, 0.124, 0.133, 0.084, 0.102, 0.133, 0.125, 0.097, 0.081, 0.081, 0.103, 0.124, 0.124, 0.129, 0.074, 0.125, 0.073, 0.106, 0.108, 0.112, 0.107, 0.075, 0.103, 0.083, 0.081, 0.080, 0.042, -0.102, -0.267, -0.176, -0.171, 0.180, 0.068, 0.077, 0.077, 0.108, 0.105, 0.102, 0.126, -0.102, -0.263, -0.193, -0.237, 0.147, 0.067, 0.039, 0.086, 0.111, 0.103, 0.118, 0.121, -0.108, -0.259, -0.194, -0.232, 0.161, 0.071, 0.074, 0.073, 0.114, 0.109, 0.119, 0.115],
  "spin_multiplicity": 1,
  "orbital_gap_ev": 9.274,
  "e_lumo_ev": -2.83,
  "total_energy_ha": -1928.77788,
  "charge": 1
}

=====

2.
{
  "formula": "C5H11N3",
  "method": "ωB97M-V/def2-TZVPD",
  "species": ["H", "N", "C", "C", "N", "N", "H", "H", "H", "H", "C", "C", "C", "H", "H", "H", "H", "H", "H"],
  "coordinates": [[-2.283, -1.691, -0.311], [-2.232, -1.435, 0.676], [-1.814, -0.266, 0.845], [-1.420, 0.672, -0.238], [-1.024, 1.915, 0.164], [-1.529, 0.257, -1.432], [-1.257, 0.925, -2.148], [-1.726, 0.104, 1.863], [-0.784, 2.075, 1.126], [-0.611, 2.537, -0.512], [1.884, 0.346, 0.997], [1.412, -0.762, 0.455], [1.563, -1.136, -0.979], [2.440, 1.067, 0.420], [1.748, 0.576, 2.041], [0.859, -1.469, 1.060], [2.186, -0.418, -1.509], [0.582, -1.173, -1.453], [2.009, -2.125, -1.065]],
  "lowdin_charge": [0.052, 0.122, -0.224, -0.525, 0.130, 0.118, 0.053, 0.100, 0.086, 0.102, -0.032, -0.263, -0.109, 0.054, 0.048, 0.091, 0.072, 0.052, 0.073],
  "smiles": "[H]/N=C\\C(N)=N\\[H].C=CC",
  "spin_multiplicity": 1,
  "relative_energy_kj_mol": 134.24,
  "orbital_gap_ev": 10.065,
  "e_lumo_ev": 0.65,
  "total_energy_ha": -361.33826
}

=====

3.
{
  "formula": "C2H3O2",
  "method": "ωB97M-V/def2-TZVPD",
  "species": ["C", "C", "O", "O", "H", "H", "H"],
  "coordinates": [[0.605, -0.094, -0.073], [-3.524, -0.271, 0.051], [-4.537, 0.189, -0.035], [-0.376, -0.752, 0.039], [0.707, 0.948, -0.142], [1.629, -0.711, -0.158], [-1.286, -0.381, 0.301]],
  "lowdin_charge": [0.150, 0.049, 0.123, 0.224, 0.124, 0.203, 0.127],
  "spin_multiplicity": 1,
  "relative_energy_kj_mol": 30.65,
  "orbital_gap_ev": 11.350,
  "e_lumo_ev": -6.73,
  "total_energy_ha": -228.12453,
  "charge": 1
}

=====

4.
{
  "formula": "C5H8N2O2S",
  "method": "ωB97M-V/def2-TZVPD",
  "species": ["C", "C", "C", "C", "C", "N", "N", "O", "O", "S", "H", "H", "H", "H", "H", "H", "H", "H"],
  "coordinates": [[2.466, 1.287, 0.627], [1.791, 1.725, 1.672], [-1.486, -0.007, 1.013], [-0.436, -0.706, 0.222], [-0.179, -2.791, -1.401], [-1.207, 0.154, -0.437], [-1.714, 0.591, -1.687], [-2.576, 1.463, -1.658], [-1.229, 0.028, -2.630], [-0.210, -2.414, 0.204], [2.247, 0.241, 0.403], [3.286, 1.769, 0.173], [1.069, 1.065, 2.285], [-2.498, -0.413, 1.415], [-1.183, 0.882, 1.587], [1.850, 2.752, 2.128], [-0.393, -2.006, -2.107], [0.403, -3.622, -1.808]],
  "lowdin_charge": [-0.079, -0.103, -0.056, -0.547, -0.387, -0.007, -0.370, 0.081, 0.079, 0.969, 0.036, 0.035, 0.064, 0.144, 0.085, 0.058, -0.012, 0.012],
  "spin_multiplicity": 1,
  "relative_energy_kj_mol": 1035.04,
  "orbital_gap_ev": [7.459, 7.176],
  "e_lumo_ev": [-0.46, -0.78],
  "total_energy_ha": -853.14915
}

=====

5.
{
  "formula": "C4H8N2O2P",
  "method": "ωB97M-V/def2-TZVPD",
  "species": ["C", "C", "C", "C", "N", "N", "O", "O", "P", "H", "H", "H", "H", "H", "H", "H", "H"],
  "coordinates": [[1.170, -0.429, -1.603], [-0.517, 1.161, 0.729], [-0.587, -1.231, 1.538], [-1.112, -0.155, 0.626], [0.334, -0.967, -2.292], [-1.922, -0.417, -0.296], [2.082, 1.640, 0.126], [3.497, 0.906, -1.920], [2.154, 1.099, -1.301], [0.499, 1.318, 0.468], [-0.913, 1.963, -0.052], [-0.546, 1.585, 1.754], [-1.191, -0.971, 2.527], [0.464, -1.115, 1.615], [-0.722, -2.335, 1.391], [-0.404, -0.723, -2.836], [-2.285, -1.329, -0.474]],
  "lowdin_charge": [-0.266, -0.112, -0.062, -0.558, 0.038, 0.098, -0.495, -0.484, 0.408, -0.049, 0.126, 0.086, 0.113, 0.050, 0.077, 0.007, 0.024],
  "spin_multiplicity": 1,
  "relative_energy_kj_mol": 306.85,
  "orbital_gap_ev": 6.665,
  "e_lumo_ev": 3.77,
  "total_energy_ha": -758.53481,
  "charge": -1
}

=====

6.
{
  "formula": "CH15NO6",
  "method": "ωB97M-V/def2-TZVPD",
  "species": ["N", "C", "O", "H", "H", "H", "H", "H", "H", "H", "O", "H", "H", "O", "H", "H", "O", "H", "H", "O", "H", "H", "O"],
  "coordinates": [[-0.990, -0.709, 2.975], [-1.509, 0.219, 2.045], [-1.158, 0.060, 0.681], [-1.261, -1.729, 2.947], [0.019, -0.650, 3.380], [-2.592, 0.149, 1.857], [-1.380, 1.215, 2.333], [-0.255, 0.380, 0.485], [1.513, 0.051, -0.538], [2.209, 1.244, -0.634], [2.146, 0.491, -1.167], [0.553, -1.894, -2.950], [1.071, -0.590, -2.422], [0.212, -1.100, -2.479], [0.794, -1.833, 0.515], [0.476, -1.987, -0.825], [1.288, -2.035, -0.304], [-2.463, 1.330, -2.458], [-1.322, 0.732, -2.786], [-1.528, 1.476, -2.194], [0.387, 2.116, 1.092], [1.387, 1.361, 1.922], [1.147, 1.577, 1.086]],
  "mulliken_spin": [0.835, -0.041, 0.241, -0.026, -0.027, 0.005, 0.001, -0.002, 0.000, 0.000, 0.000, 0.000, 0.000, 0.000, -0.003, 0.000, -0.001, -0.001, -0.001, 0.018, 0.001, 0.000, 0.000],
  "spin_multiplicity": 2,
  "relative_energy_kj_mol": 242.93,
  "orbital_gap_ev": [9.690, 4.206],
  "e_lumo_ev": [-4.36, -9.82],
  "total_energy_ha": -552.86482,
  "charge": 1
}

=====

Which formula does entry 1 have?
C33H63BN7O3

=====

Which formula does entry 1 have?
C33H63BN7O3